# C6H10

2 unconnected molecules or ions with the total composition C6H10 (ωB97M-V/def2-TZVPD, the Open Molecules 2025 dataset).

Properties
Structure (SMILES): C1=C[C@H]2C[C@H]2C1.[H][H]
LUMO energy: 1.30 eV
Orbital gap: 10.15 eV
Largest force on an atom: 0.20 eV Å⁻¹
E_tot: -6381.9774 eV

XYZ file:
```
16
Properties=species:S:1:pos:R:3:forces:R:3:nbo_charge:R:1
C -1.043 -0.923 0.506 0.1117 -0.0493 0.0435 -0.19
C 0.186 -0.936 1.022 -0.1344 -0.0383 -0.0943 -0.19
C 1.110 -0.045 0.259 0.0721 0.0188 0.1827 -0.28
C 1.323 -0.455 -1.178 0.0819 -0.0945 -0.1408 -0.41
C 0.259 0.550 -0.844 -0.0780 0.1426 -0.0514 -0.22
C -1.168 0.048 -0.649 -0.0077 0.0203 -0.0162 -0.44
H -1.872 -1.537 0.847 0.1348 0.0840 -0.0321 0.21
H 0.510 -1.543 1.863 -0.0664 0.0912 -0.1195 0.21
H 1.880 0.526 0.773 -0.1225 -0.1119 -0.1008 0.22
H 1.022 -1.462 -1.456 0.0331 0.1568 0.0565 0.21
H 2.210 -0.085 -1.685 -0.1490 -0.0367 0.0923 0.22
H 0.416 1.575 -1.168 -0.0251 -0.1765 0.0601 0.22
H -1.570 -0.428 -1.553 0.0596 0.0427 0.1276 0.22
H -1.849 0.873 -0.396 0.1007 -0.1181 -0.0307 0.22
H -0.391 1.915 1.634 -0.0761 0.0289 0.0434 0.00
H -1.023 1.927 2.025 0.0654 0.0400 -0.0204 0.00
```
Positions in Å, forces in eV/Å.

# C45H76ClIN2O11P

6 unconnected molecules or ions with the total composition C45H76ClIN2O11P at a distorted geometry (ωB97M-V/def2-TZVPD, the Open Molecules 2025 dataset).

Properties
LUMO energy: -4.47 eV
Net charge: +1
Orbital gap: 6.50 eV
Largest force on an atom: 3.00 eV Å⁻¹
E_tot: -103307.0944 eV

XYZ file:
```
137
Properties=species:S:1:pos:R:3:forces:R:3:mulliken_charge:R:1
C 2.588 1.185 1.471 0.1678 -0.5600 -0.8818 -1.12
C 2.976 0.703 0.060 0.2544 0.3304 0.1385 0.45
C 2.491 1.653 -1.047 -0.5078 -0.3351 0.1095 0.71
C 2.234 0.961 -2.403 0.6577 0.7510 0.3847 -0.71
C 3.345 -0.002 -2.889 -1.0344 -0.5373 -0.9260 -0.82
C 2.699 -1.332 -3.391 0.9196 0.2975 0.7192 -1.38
C 2.520 -2.321 -2.217 -1.4201 -0.0053 -0.4222 0.33
C 1.024 -2.476 -1.832 0.7048 -0.1076 -0.9751 -0.45
C 0.266 -3.136 -3.012 -0.0808 -0.8888 0.6699 -0.71
C -0.866 -4.114 -2.585 0.0797 0.8914 0.6506 -0.91
C -1.539 -3.722 -1.253 -0.2224 -0.9540 -0.8894 -0.22
C -2.795 -4.582 -1.020 -0.0947 1.3250 0.5814 -0.85
C -3.599 -3.921 0.138 -0.0691 -0.0691 -0.7920 -1.01
C -4.747 -3.085 -0.457 0.2582 -0.7009 0.1726 -0.39
C -5.997 -3.932 -0.775 -0.2188 1.4101 0.8655 -0.90
C -7.170 -2.952 -1.022 0.1370 -0.0096 -0.3303 0.30
C -7.439 -2.667 -2.503 -0.2923 0.2797 0.1809 -0.66
C -8.798 -1.950 -2.782 0.5159 -0.6445 -0.1047 -1.24
C -8.748 -0.543 -2.303 -0.0062 0.4875 0.5348 0.41
C -8.618 -0.260 -0.958 -0.1759 0.0737 -1.4114 -0.01
C -8.520 1.074 -0.614 -0.2933 0.6507 2.9100 0.43
C -8.299 1.466 0.842 0.9293 -0.9020 -0.3357 -1.16
I -9.560 0.324 2.161 -0.1783 0.4500 -0.2008 0.19
C -6.816 1.082 1.164 0.6782 0.2762 -0.2997 0.10
C -5.881 2.302 1.062 -1.0271 -0.3387 -0.1798 -1.38
N -8.592 2.065 -1.478 -0.0962 -0.8217 -0.6852 0.37
N -8.730 1.857 -2.784 0.1722 0.3444 0.4161 -0.90
C -8.783 0.611 -3.148 0.0895 -0.2607 -1.6304 0.48
P -8.913 0.310 -5.020 -0.3908 -0.8554 -0.4060 0.18
O -10.186 1.256 -5.380 0.6326 0.2564 0.0514 -0.46
Cl -7.277 1.316 -5.766 -0.2638 0.2040 0.4534 -0.24
H 2.515 0.357 2.179 0.0867 -0.0027 0.0226 0.28
H 1.603 1.657 1.408 0.2495 -0.2790 -0.0431 0.01
H 3.327 1.890 1.859 -0.1193 0.0134 -0.1329 0.37
H 2.578 -0.303 -0.092 0.0046 0.0365 -0.1312 -0.28
H 4.067 0.649 -0.007 -0.0440 -0.3783 0.0974 0.13
H 3.178 2.494 -1.179 0.1000 -0.0697 0.1105 0.30
H 1.534 2.077 -0.717 0.3304 -0.0050 -0.2186 -0.79
H 2.149 1.763 -3.143 -0.1868 -0.0885 -0.0197 0.49
H 1.247 0.498 -2.364 0.1419 -0.2926 0.0218 0.23
H 4.083 -0.240 -2.124 0.0606 0.1675 -0.0261 0.30
H 3.831 0.449 -3.758 0.2847 0.1172 0.2710 0.51
H 1.755 -1.043 -3.858 -0.0741 -0.3131 -0.0224 0.42
H 3.310 -1.803 -4.165 0.0590 0.1537 0.0202 0.39
H 2.834 -3.327 -2.487 0.2219 0.0993 -0.1064 0.90
H 3.117 -2.054 -1.350 0.0262 0.2186 -0.0804 -0.42
H 1.005 -3.116 -0.949 -0.3153 0.1892 0.0880 0.31
H 0.564 -1.500 -1.662 0.0550 -0.0868 0.5639 0.05
H -0.177 -2.398 -3.683 0.2109 0.1383 0.0500 0.29
H 1.001 -3.717 -3.576 -0.1122 0.1424 -0.2399 0.36
H -0.518 -5.145 -2.485 0.0481 0.0266 -0.2796 0.32
H -1.649 -4.040 -3.345 0.0620 -0.4765 -0.0712 0.31
H -1.829 -2.669 -1.342 -0.0298 -0.0005 0.3352 0.16
H -0.882 -3.862 -0.395 0.0930 0.2509 -0.0681 0.32
H -3.398 -4.483 -1.928 -0.0566 -0.4621 -0.0070 0.28
H -2.574 -5.632 -0.835 0.1505 0.0474 -0.0755 0.52
H -3.981 -4.661 0.847 -0.1155 0.0875 -0.0201 0.48
H -2.957 -3.234 0.694 0.1418 -0.2206 0.0516 0.42
H -4.405 -2.601 -1.379 0.0988 0.1267 0.1277 0.22
H -4.994 -2.295 0.260 -0.2458 -0.0570 -0.0801 0.25
H -5.830 -4.609 -1.611 -0.0540 -0.1298 0.1126 0.34
H -6.234 -4.468 0.146 0.0461 -0.4168 -0.2601 0.38
H -8.097 -3.259 -0.523 0.0599 -0.2988 -0.1765 0.62
H -6.877 -2.023 -0.526 -0.0492 -0.0335 -0.0046 -0.69
H -7.438 -3.609 -3.054 -0.0707 0.0701 -0.0717 0.45
H -6.653 -2.030 -2.922 0.1463 -0.2383 -0.0155 0.38
H -8.985 -2.022 -3.849 -0.1691 0.1595 0.0211 0.49
H -9.587 -2.503 -2.265 -0.0297 0.1792 0.0433 0.42
H -8.582 -1.047 -0.226 -0.1082 0.1923 0.2532 0.39
H -8.447 2.536 0.974 -0.2473 -0.0966 0.2504 0.67
H -6.451 0.378 0.408 -0.2520 -0.2302 0.1463 -0.14
H -6.728 0.574 2.122 -0.0589 0.1680 0.0619 0.62
H -6.124 2.786 0.108 0.2384 0.2484 0.1173 0.25
H -4.832 2.015 1.032 -0.0172 0.0315 0.2553 0.53
H -6.104 2.984 1.882 0.3259 0.1546 -0.0793 0.23
H -8.522 3.029 -1.169 -0.0737 0.0170 -0.1465 0.31
H -9.944 1.990 -5.963 -0.2221 0.1135 0.0902 0.32
O 4.532 -4.498 -1.341 0.0068 0.0832 0.1347 -0.57
C 4.886 -4.119 -0.261 0.2851 -0.3203 -0.1967 0.39
O 4.754 -2.837 0.154 -0.0663 -0.0656 0.0308 -0.29
C 5.370 -2.667 1.447 0.0313 -0.1060 0.1781 0.15
C 5.408 -4.061 2.052 0.0490 -0.1575 0.0336 -0.62
C 5.570 -4.941 0.815 -0.2842 0.2662 0.4578 -0.53
H 6.362 -2.249 1.305 0.0026 -0.0166 -0.0043 -0.15
H 4.780 -1.972 2.041 -0.0403 0.1158 -0.1951 0.28
H 6.196 -4.185 2.792 0.0309 0.0787 -0.0351 0.36
H 4.454 -4.283 2.536 0.0102 0.0177 0.0045 0.30
H 6.618 -5.074 0.541 -0.0277 -0.0717 -0.0736 0.26
H 5.085 -5.907 0.928 0.1316 -0.0887 -0.2379 0.35
O 7.246 -0.432 2.361 0.1864 -0.2504 -0.2718 -0.67
C 8.158 -0.026 1.691 -0.1946 0.2997 0.0856 0.82
O 9.330 -0.682 1.585 -0.0810 -0.0360 -0.0005 -0.38
C 10.263 0.098 0.809 0.2236 0.1355 -0.1799 -0.52
C 9.400 1.033 -0.022 -0.0869 0.1223 -0.0710 -0.59
C 8.205 1.262 0.899 0.2183 -0.1977 -0.4639 -0.23
H 10.918 0.636 1.497 -0.0545 0.0018 0.0408 0.28
H 10.866 -0.569 0.198 -0.0620 -0.1617 0.1382 0.35
H 9.915 1.945 -0.317 0.0498 -0.0182 0.0749 0.37
H 9.071 0.525 -0.931 0.0349 -0.0070 0.0063 0.29
H 8.372 2.090 1.588 -0.0741 -0.0128 0.0641 0.20
H 7.280 1.410 0.346 -0.1160 0.0492 0.2200 0.17
O -0.298 3.201 -0.892 -0.1371 -0.1960 -0.3272 -0.61
C -1.430 3.364 -1.228 0.0289 0.3917 0.0732 0.35
O -2.131 2.439 -1.936 0.0394 -0.0283 0.1009 -0.36
C -3.424 2.955 -2.272 -0.1708 0.0898 -0.0097 -0.46
C -3.688 4.057 -1.257 -0.1422 0.2339 0.0383 0.03
C -2.288 4.591 -0.985 -0.3898 -0.2600 0.0033 -0.51
H -3.394 3.333 -3.297 0.0134 -0.0027 0.0036 0.28
H -4.156 2.149 -2.217 0.1446 -0.1225 -0.0291 0.29
H -4.389 4.811 -1.615 0.0294 -0.0248 -0.0733 0.44
H -4.094 3.629 -0.340 0.0988 0.0359 -0.0455 -0.30
H -1.998 5.370 -1.692 0.0690 -0.0029 0.0234 0.38
H -2.176 4.944 0.036 0.2441 0.0122 -0.0410 0.19
O -1.822 3.177 1.970 -0.1482 -0.1146 0.1685 -0.54
C -0.776 3.385 2.524 0.0135 0.2987 -0.2542 0.68
O -0.598 3.184 3.848 -0.0646 -0.0777 -0.1044 -0.43
C 0.717 3.628 4.241 0.2853 0.1552 0.0751 -0.67
C 1.541 3.607 2.964 -0.1042 0.1348 0.2711 0.07
C 0.492 3.935 1.905 0.4609 -0.3060 0.5663 0.11
H 0.629 4.630 4.666 -0.0754 -0.0051 0.0101 0.26
H 1.108 2.957 5.003 -0.2113 -0.0675 0.0410 0.39
H 2.384 4.296 2.984 -0.0317 0.0811 0.0623 0.52
H 1.933 2.604 2.792 -0.3021 0.7137 0.4949 -0.25
H 0.375 5.012 1.766 -0.0569 -0.0210 -0.1272 0.51
H 0.700 3.454 0.959 -0.1919 0.2200 -0.1643 -0.46
O 9.618 4.289 4.705 0.1069 -0.1349 -0.1838 -0.59
C 8.830 3.412 4.893 -0.1119 0.4049 0.1561 0.39
O 8.583 2.432 3.984 0.0297 -0.0329 0.0373 -0.28
C 7.511 1.584 4.446 -0.1190 0.0561 0.4809 -0.22
C 7.481 1.776 5.955 -0.0539 0.1704 0.1238 -0.60
C 7.939 3.225 6.107 0.0222 -0.6224 0.0093 -0.41
H 6.583 1.906 3.967 0.0190 0.0093 -0.0265 0.14
H 7.713 0.563 4.165 0.0972 -0.0049 -0.0807 0.31
H 6.505 1.571 6.393 -0.0189 -0.0019 -0.0657 0.37
H 8.207 1.112 6.427 -0.0192 -0.0211 -0.0281 0.28
H 7.107 3.927 6.042 0.0693 0.0870 0.0287 0.24
H 8.499 3.388 7.023 -0.0111 0.2820 -0.0494 0.31
```
Positions in Å, forces in eV/Å.

# C18H38BCuF4N2OSSbSi

A molecular structure, C18H38BCuF4N2OSSbSi (ωB97M-V/def2-TZVPD, the Open Molecules 2025 dataset).

Properties
LUMO energy: 2.30 eV
Net charge: -1
Orbital gap: 6.57 eV
Largest force on an atom: 0.50 eV Å⁻¹
E_tot: -105757.1988 eV

XYZ file:
```
68
Properties=species:S:1:pos:R:3:forces:R:3:nbo_charge:R:1
Cu 0.455 0.099 0.544 0.0756 0.0323 0.0971 0.81
C -1.915 3.070 -2.554 0.0257 0.0102 -0.0030 -0.64
C -1.731 3.325 -1.077 -0.0090 -0.0656 0.0010 0.23
C -2.388 4.375 -0.451 0.0062 -0.0096 0.0023 -0.36
C -2.165 4.541 0.916 -0.0077 -0.0200 -0.0220 -0.16
C -1.324 3.688 1.587 0.0436 -0.0179 -0.0210 -0.34
C -0.682 2.627 0.885 0.1822 0.0074 0.0976 0.42
N -0.917 2.485 -0.444 -0.0451 -0.0520 -0.0386 -0.53
N 0.163 1.750 1.469 -0.4016 0.1485 -0.2571 -1.25
Si 0.884 1.914 3.015 0.0061 -0.0423 0.0325 1.82
C 2.017 0.457 3.267 0.0431 -0.1299 -0.0298 -1.15
C -0.334 1.955 4.452 -0.1442 0.0075 0.0722 -1.14
C 1.888 3.502 3.106 0.0768 0.1392 -0.0173 -1.13
H -1.743 3.981 -3.130 -0.0218 -0.0103 -0.0161 0.21
H -2.929 2.725 -2.776 0.0011 0.0001 0.0290 0.21
H -1.210 2.306 -2.882 -0.0306 0.0314 0.0219 0.22
H -3.049 5.029 -1.006 0.0180 0.0035 0.0032 0.20
H -2.662 5.342 1.454 0.0132 -0.0019 0.0119 0.20
H -1.157 3.801 2.650 -0.0311 0.0099 -0.0106 0.21
H 1.445 -0.476 3.313 0.0692 0.0252 -0.0003 0.27
H 2.593 0.556 4.193 -0.0267 -0.0077 -0.0239 0.22
H 2.719 0.368 2.432 -0.0087 0.0018 0.0549 0.23
H -1.245 1.405 4.201 0.0485 0.0045 0.0187 0.24
H -0.616 2.977 4.724 -0.0144 -0.0499 0.0121 0.22
H 0.107 1.483 5.335 -0.0113 0.0339 -0.0046 0.23
H 2.779 3.429 2.476 -0.0326 0.0129 0.0215 0.23
H 2.208 3.724 4.129 0.0018 -0.0167 -0.0399 0.22
H 1.294 4.347 2.745 0.0492 -0.0125 0.0336 0.23
C 3.875 -3.247 0.739 -0.0321 -0.0343 -0.0226 -0.61
C 3.515 -3.551 -0.716 -0.0066 -0.0372 0.0434 -0.41
C 2.031 -3.859 -0.911 0.0615 0.0511 0.0908 -0.61
S 0.981 -2.410 -1.086 -0.2019 0.1931 0.1080 1.28
O 1.557 -1.387 -0.119 -0.0682 -0.2091 -0.2943 -1.06
C 1.517 -1.859 -2.758 0.0724 -0.0070 0.0588 -0.61
C 2.222 -0.505 -2.747 -0.0534 0.0692 -0.0138 -0.41
C 1.248 0.668 -2.831 0.0309 -0.0262 -0.0143 -0.63
H 4.945 -3.055 0.838 0.0013 -0.0051 -0.0109 0.19
H 3.620 -4.094 1.378 0.0066 0.0077 -0.0075 0.21
H 3.325 -2.386 1.111 -0.0093 -0.0080 -0.0154 0.25
H 4.077 -4.426 -1.052 0.0325 0.0012 -0.0248 0.20
H 3.819 -2.722 -1.363 -0.0068 0.0124 -0.0017 0.20
H 1.610 -4.394 -0.058 0.0078 0.0337 -0.0307 0.28
H 1.827 -4.437 -1.817 0.0263 -0.0468 0.0245 0.22
H 0.599 -1.807 -3.348 0.0386 -0.0405 0.0078 0.23
H 2.146 -2.649 -3.168 0.0401 0.0326 -0.0361 0.22
H 2.913 -0.479 -3.592 0.0012 0.0017 -0.0363 0.20
H 2.820 -0.417 -1.837 0.0032 -0.0119 -0.0306 0.23
H 0.601 0.571 -3.708 0.0286 0.0004 0.0037 0.19
H 1.786 1.614 -2.911 -0.0199 -0.0040 0.0288 0.21
H 0.606 0.736 -1.948 0.0438 0.0125 -0.0248 0.24
F -0.979 -1.810 1.573 0.0040 -0.0803 0.0857 -0.59
B -0.479 -3.037 2.101 0.0023 0.0800 -0.0125 1.35
F 0.760 -2.801 2.715 -0.1159 -0.0860 -0.0340 -0.57
F -0.297 -3.934 1.008 -0.0064 -0.0002 0.1344 -0.59
F -1.407 -3.566 2.999 0.1020 0.0025 -0.0635 -0.57
C -2.568 -0.857 -3.273 0.0016 0.0630 0.0294 -1.02
Sb -2.156 -0.784 -1.137 0.0200 -0.1394 -0.0435 1.07
C -4.040 0.125 -0.634 0.0718 0.0947 0.1011 -1.00
C -2.898 -2.789 -0.900 0.0431 0.0071 0.0913 -1.00
H -3.593 -1.205 -3.420 0.0250 0.0109 -0.0309 0.21
H -1.886 -1.568 -3.744 -0.0243 0.0274 0.0057 0.21
H -2.444 0.117 -3.750 0.0035 -0.0288 0.0403 0.22
H -4.809 -0.213 -1.330 0.0152 0.0031 0.0215 0.21
H -3.967 1.213 -0.653 0.0062 -0.0197 -0.0267 0.23
H -4.304 -0.183 0.379 -0.0015 0.0051 -0.0397 0.23
H -3.957 -2.812 -1.164 -0.0009 -0.0304 -0.0116 0.20
H -2.753 -3.133 0.126 -0.0060 0.0693 -0.1043 0.25
H -2.344 -3.452 -1.566 -0.0118 0.0042 0.0301 0.21
```
Positions in Å, forces in eV/Å.

# C11H16Br2O9

4 unconnected molecules or ions with the total composition C11H16Br2O9 at a distorted geometry (ωB97M-V/def2-TZVPD, the Open Molecules 2025 dataset).

Properties
Structure (SMILES): O=C1OCCO1.O=C1OCCO1.O=C1OCCO1.BrCCBr
LUMO energy: 0.31 eV
Orbital gap: 10.32 eV
Largest force on an atom: 2.69 eV Å⁻¹
E_tot: -170178.3686 eV

XYZ file:
```
38
Properties=species:S:1:pos:R:3:forces:R:3:nbo_charge:R:1
O 3.987 10.645 7.056 0.6276 -0.6478 -0.4315 -0.58
C 5.056 10.127 6.906 -0.4048 0.9379 0.7550 0.97
O 6.083 10.323 7.769 0.7068 -0.1429 -0.1055 -0.49
C 7.266 9.712 7.245 -0.3455 0.1634 -1.3302 -0.10
C 6.746 8.784 6.142 -0.0982 0.3259 1.1816 -0.09
O 5.435 9.330 5.905 0.0360 -0.7756 -0.8138 -0.49
H 7.992 10.401 6.837 -0.2004 0.8392 0.0297 0.18
H 7.773 9.151 7.966 0.4879 -0.7091 1.4850 0.20
H 6.702 7.783 6.592 -0.4422 -0.0049 -0.6471 0.19
H 7.365 8.802 5.248 -0.3550 -0.0235 -0.0782 0.20
O 9.208 6.824 13.836 -0.8184 -0.4069 0.8919 -0.60
C 8.982 6.249 14.866 0.6536 -0.1760 -0.9013 0.99
O 9.927 5.486 15.490 -0.6315 0.1463 0.6288 -0.50
C 9.411 5.221 16.812 -0.6311 0.3317 -0.4685 -0.10
C 7.895 5.274 16.586 1.2904 0.5098 1.3528 -0.10
O 7.811 6.219 15.534 -0.0765 0.0962 -0.6675 -0.48
H 9.669 4.272 17.186 0.7645 -1.2669 -0.0118 0.20
H 9.802 5.955 17.507 -0.1274 0.4019 -0.0248 0.19
H 7.454 5.695 17.484 -0.4909 -0.0056 -0.1255 0.20
H 7.495 4.278 16.391 -0.2271 0.3043 -0.6013 0.20
O 10.461 8.633 11.555 0.1028 -2.5882 0.0329 -0.57
C 10.890 7.519 11.757 1.3885 1.6139 -0.0615 0.99
O 11.748 7.279 12.830 -1.0608 -0.9721 -0.3828 -0.50
C 12.036 5.862 12.921 0.9685 0.1773 -2.5036 -0.09
C 11.800 5.470 11.407 -0.0651 -0.8252 1.2660 -0.10
O 10.845 6.419 10.897 0.5674 1.2257 1.6261 -0.50
H 13.122 5.718 13.131 -0.8925 0.3324 0.1441 0.19
H 11.437 5.245 13.586 -0.3158 0.7120 0.2575 0.20
H 11.342 4.485 11.333 0.0656 -0.0123 -0.1484 0.19
H 12.771 5.459 10.893 -0.5343 0.4381 -0.3322 0.19
Br 6.139 4.550 13.104 -0.1405 0.2724 -0.0794 -0.04
C 6.379 6.237 12.143 -0.1408 0.0362 1.0307 -0.43
C 7.473 6.157 11.195 1.4988 -0.8948 -0.3710 -0.47
Br 7.130 5.171 9.621 -0.3224 -0.8375 -1.0035 -0.01
H 6.734 7.009 12.824 -0.5401 -0.1808 0.5812 0.25
H 5.455 6.517 11.664 -0.3756 -0.0612 0.1061 0.23
H 8.416 5.786 11.596 -0.3010 -0.0263 0.1923 0.24
H 7.665 7.120 10.841 0.3794 1.6931 -0.4722 0.23
```
Positions in Å, forces in eV/Å.